Here is an isolated ion of composition C6H9N2S and charge +1 in a non-equilibrium geometry from the Open Molecules 2025 dataset. Energies are from the ωB97M-V functional and the def2-TZVPD basis.

ORCA input file:
```
! wB97M-V def2-TZVPD RIJCOSX def2/J DEFGRID3
* xyz 1 1
C -1.879 -1.414 -0.059
C -2.794 -0.412 -0.006
C -0.530 0.448 -0.118
C 0.691 -1.557 -0.015
C 1.657 -0.270 0.023
C 1.071 2.269 0.051
N -0.596 -0.908 -0.128
N 0.740 0.852 -0.148
S -2.046 1.188 -0.104
H -2.067 -2.465 -0.043
H -3.843 -0.458 0.043
H 0.960 -2.398 -0.778
H 0.662 -1.903 1.038
H 2.275 -0.281 0.931
H 2.237 -0.380 -0.813
H 1.800 2.656 -0.724
H 0.145 2.718 -0.162
H 1.518 2.316 1.012
*
```

Calculated values
E ... -741.46100 hartree
Kohn-Sham gap ... 0.356 hartree
Energy relative to the best compared isomer or geometry (same formula, charge and spin) ... 0.0 kcal per mole
LUMO level ... -3.09 eV

Here is what natural (NBO) gives for the atomic charges, in e: -0.0004 -0.3908 0.2825 -0.2245 -0.2082 -0.3892 -0.3474 -0.3588 0.5134 0.2592 0.2680 0.2582 0.2242 0.2280 0.2178 0.2334 0.2122 0.2224